# C4H6S2

C4H6S2 in the gas phase (ωB97M-V/def2-TZVPD, the Open Molecules 2025 dataset).

Properties
**LUMO energy**: 0.74 eV
**Charge**: 0
**Highest occupied orbital energy**: -8.54 eV

Each line ends with the natural charge from an NBO analysis.
Element x y z (Å)
S: 0.578268 -1.741271 1.543535  0.014
S: 0.554635 -1.545032 -1.530049  0.131
C: -1.562691 -0.565015 0.223413  -0.666
C: -0.156034 -0.935132 0.114727  -0.214
C: 1.559262 0.982772 -1.069392  -0.425
C: 0.879637 -0.036899 -0.664195  -0.131
H: -2.039363 -1.429622 0.731389  0.232
H: 1.842512 -1.940744 1.088939  0.149
H: 1.616421 1.980943 -0.573527  0.210
H: -1.766108 -0.295977 -0.842910  0.251
H: -1.846509 0.200097 0.928261  0.236
H: 2.178202 0.999471 -1.957239  0.213

Forces on the atoms, in the same order (eV/Å):
S -0.04 -0.19 0.43
S -0.58 -0.14 0.79
C -0.86 -0.74 -0.38
C 4.83 1.68 -1.08
C 1.14 3.31 0.61
C -2.52 -3.08 0.02
H -0.46 0.05 -1.32
H -0.57 0.23 -0.09
H -0.28 -1.07 0.09
H -1.09 -0.39 1.12
H 0.63 0.90 -0.02
H -0.21 -0.55 -0.18

***

# C50H43CuN6O3

A molecular structure, C50H43CuN6O3 (ωB97M-V/def2-TZVPD, the Open Molecules 2025 dataset).

Properties
**LUMO energy**: 3.81 eV
**Charge**: -2
**Highest occupied orbital energy**: 0.21 eV

Each line ends with the Löwdin charge.
Element x y z (Å)
Cu: -0.011078 0.298304 -1.737489  0.181
O: 4.776591 -0.759048 0.659228  -0.144
O: -1.169736 -2.219993 2.222634  -0.146
O: 2.987088 -2.326085 2.873755  -0.119
N: 0.530489 -2.824561 -1.526558  0.094
N: 0.848027 -0.296692 2.728441  0.149
N: 0.030278 -6.991622 -1.545499  0.076
N: -0.139190 -0.160025 0.637289  0.166
N: 2.158789 -0.539255 0.806571  0.180
N: -9.649567 -1.733827 -1.167102  0.097
C: 1.889928 -3.228097 2.694142  -0.042
C: -3.011648 -0.434225 -2.063610  -0.159
C: 2.810027 -1.353042 3.820889  -0.243
C: 0.300791 3.122184 -0.683239  -0.283
C: 3.618356 -0.411745 5.894713  -0.112
C: 1.316430 6.388902 -3.499751  -0.114
C: 1.967066 0.021021 -1.640987  -0.140
C: -6.716220 -0.048383 -2.114386  -0.060
C: 0.381664 4.150017 -3.692592  -0.206
C: 5.211232 0.415091 1.325738  -0.090
C: 2.606234 0.540004 5.841243  -0.109
C: -4.125081 -0.027121 1.978412  -0.111
C: 4.097297 -0.460088 -0.529622  -0.264
C: 0.937005 6.698878 -4.802904  -0.147
C: 1.243925 -3.600650 -2.329962  -0.133
C: 0.079086 2.388912 -1.888123  -0.139
C: -0.702913 3.968805 -0.142694  -0.087
C: -2.249861 0.961007 0.849836  -0.005
C: -4.378639 -0.701145 -1.885454  -0.265
C: -4.824015 -1.890245 -1.258798  -0.041
C: -5.377360 0.210213 -2.307463  -0.037
C: -8.528039 -1.510315 -1.313077  -0.230
C: -1.422202 -0.111818 1.177546  -0.207
C: 0.296144 5.723484 -5.558231  -0.131
C: -0.559802 -4.789244 -0.698803  -0.032
C: -1.754349 -3.361326 2.795430  -0.102
C: 4.133598 0.069338 -2.844996  -0.128
C: -0.365809 -3.414722 -0.744419  -0.125
C: -0.587066 4.523371 1.121090  -0.136
C: -6.163056 -2.150073 -1.075009  -0.059
C: 0.042145 2.817131 -3.159943  -0.120
C: 3.704302 -1.350341 4.882550  -0.022
C: 0.031994 4.474991 -5.013217  -0.067
C: -3.577377 1.011754 1.245729  -0.089
C: 0.921339 -0.356486 1.320679  -0.341
C: 1.550907 3.485866 1.392485  -0.129
C: 0.532880 4.287869 1.916828  -0.156
C: 1.726949 0.555673 4.776380  -0.020
C: 0.207407 -5.601071 -1.528390  -0.347
C: 1.813046 -0.367287 3.727223  -0.162
C: 1.047157 5.143117 -2.953948  -0.030
C: -1.802939 -0.193525 -2.197765  -0.041
C: 2.702589 -0.331569 -0.503023  -0.195
C: 4.824758 -0.273279 -1.688531  -0.068
C: 2.751480 0.221614 -2.793021  -0.139
C: 1.448444 2.921315 0.134126  -0.058
C: -7.135105 -1.234400 -1.498004  -0.275
C: 1.120055 -4.983630 -2.377985  -0.041
C: -3.328175 -1.114076 2.321924  -0.047
C: -1.993870 -1.157062 1.932486  -0.222
H: -0.953782 -2.745967 -0.124237  0.093
H: 1.359076 4.918032 -1.942840  0.102
H: -1.812837 1.752261 0.256683  0.093
H: -4.076727 -2.596947 -0.923125  0.105
H: 4.463786 -2.122723 4.894671  0.116
H: -1.587364 4.165150 -0.739954  0.109
H: 2.507631 1.280145 6.625943  0.094
H: 5.902775 -0.390524 -1.665245  0.097
H: -0.463014 3.717151 -5.612573  0.099
H: -5.169877 -0.017187 2.264336  0.092
H: -2.575826 -3.747258 2.182303  0.093
H: 1.963540 -3.083341 -2.961513  0.109
H: 1.135433 7.679624 -5.219865  0.076
H: 1.765001 -3.844784 3.590186  0.091
H: 2.150824 -3.859280 1.847961  0.098
H: -4.188596 1.858608 0.956683  0.101
H: 4.382629 1.117752 1.472359  0.087
H: -0.002644 5.940034 -6.579068  0.083
H: 5.995822 0.924743 0.757834  0.083
H: 4.675409 0.234832 -3.772168  0.079
H: -3.759259 -1.926997 2.889243  0.089
H: 2.243930 2.294264 -0.251357  0.095
H: 0.007211 0.186870 3.007839  0.137
H: -7.464771 0.668691 -2.429415  0.104
H: 0.958014 -2.710004 2.475812  0.059
H: -1.293875 -5.226023 -0.028050  0.096
H: -5.057048 1.131245 -2.775204  0.110
H: -0.287648 2.109870 -3.928931  0.077
H: 1.832629 7.132831 -2.901585  0.088
H: -0.967325 -4.112805 2.851551  0.082
H: 4.323307 -0.432532 6.716405  0.090
H: -1.385790 5.155860 1.496257  0.084
H: 0.832273 -7.508664 -1.865455  0.074
H: 2.868250 -0.825993 1.460030  0.096
H: 2.242945 0.529515 -3.704127  0.078
H: 1.728402 -5.574539 -3.055187  0.096
H: 0.954135 1.315107 4.719172  0.116
H: -0.361929 -7.370712 -0.699724  0.074
H: 0.614304 4.715988 2.909408  0.067
H: -2.130526 -3.166787 3.805123  0.091
H: 2.442128 3.296157 1.984379  0.082
H: 5.600395 0.113391 2.299576  0.081
H: -6.483416 -3.067804 -0.596892  0.104

Forces on the atoms, in the same order (eV/Å):
Cu 0.05 0.16 0.12
O 0.09 0.03 0.09
O -0.09 -0.11 0.04
O -0.06 -0.17 -0.02
N -0.01 -0.17 0.05
N -0.02 -0.09 0.04
N -0.07 0.08 -0.09
N -0.22 -0.27 -0.39
N 0.00 0.03 -0.09
N -0.15 -0.03 0.02
C 0.03 0.04 -0.06
C 0.17 0.01 -0.17
C -0.05 -0.08 -0.04
C 0.10 -0.03 0.14
C -0.04 0.07 0.02
C -0.03 -0.02 -0.02
C -0.03 -0.28 -0.09
C -0.01 0.04 -0.01
C -0.01 -0.01 -0.02
C -0.05 0.00 0.03
C 0.05 -0.05 0.11
C 0.06 -0.04 -0.03
C -0.01 0.05 0.06
C -0.03 -0.05 0.01
C 0.03 -0.03 0.08
C -0.19 0.43 -0.03
C 0.06 0.03 0.05
C 0.02 0.08 0.06
C 0.05 0.04 -0.01
C -0.08 0.04 0.01
C -0.05 -0.07 0.05
C 0.29 0.07 -0.03
C 0.10 0.11 0.14
C 0.01 -0.02 0.04
C 0.01 0.02 0.05
C 0.01 0.00 -0.04
C -0.08 0.03 0.03
C 0.00 0.00 -0.06
C 0.05 -0.03 -0.04
C 0.02 -0.03 0.04
C 0.10 0.12 0.05
C 0.04 0.01 0.03
C 0.02 0.03 0.02
C -0.01 0.04 0.02
C 0.14 0.25 0.10
C -0.08 0.01 -0.07
C 0.03 -0.04 -0.03
C 0.01 0.08 -0.01
C 0.00 -0.04 -0.02
C 0.00 0.04 -0.01
C 0.01 -0.02 -0.04
C -0.34 -0.35 0.14
C -0.03 0.02 -0.02
C 0.00 -0.04 -0.05
C 0.11 0.00 -0.03
C -0.05 0.07 -0.05
C -0.05 -0.01 -0.02
C 0.04 0.00 0.00
C 0.04 0.03 0.01
C -0.09 0.00 -0.04
H 0.02 -0.03 -0.02
H -0.01 0.03 -0.02
H -0.02 -0.04 -0.08
H 0.01 -0.01 0.01
H -0.02 0.00 -0.03
H 0.00 -0.03 0.00
H 0.00 0.00 -0.02
H -0.01 0.00 0.01
H -0.01 0.02 0.02
H 0.01 0.01 0.01
H 0.00 0.01 -0.02
H -0.02 -0.04 0.03
H 0.02 -0.01 0.00
H 0.04 0.00 0.05
H 0.03 0.01 -0.02
H 0.02 -0.02 -0.01
H -0.01 -0.02 0.00
H 0.00 -0.02 0.00
H 0.01 -0.01 -0.03
H -0.01 -0.02 0.00
H 0.00 -0.03 0.00
H -0.02 -0.01 0.03
H -0.01 -0.01 0.01
H 0.02 0.02 -0.04
H 0.05 0.04 0.00
H -0.01 0.04 -0.03
H -0.01 0.01 -0.01
H 0.00 0.09 0.03
H -0.01 -0.02 0.02
H 0.00 0.00 -0.01
H -0.01 0.03 0.00
H -0.02 0.00 -0.01
H 0.04 -0.02 0.04
H 0.01 -0.01 0.03
H 0.02 0.01 0.02
H 0.00 0.03 0.00
H 0.04 0.00 -0.02
H 0.03 -0.02 0.04
H 0.00 0.01 -0.01
H -0.01 0.02 0.02
H 0.01 -0.01 0.00
H 0.01 -0.01 -0.01
H 0.03 -0.02 0.01

***

# C31H50BrClFIN3O4

2 unconnected molecules or ions with the total composition C31H50BrClFIN3O4 (ωB97M-V/def2-TZVPD, the Open Molecules 2025 dataset).

Properties
**LUMO energy**: -5.21 eV
**Charge**: +1
**Highest occupied orbital energy**: -10.50 eV

Each line ends with the Löwdin charge.
Element x y z (Å)
I: 5.198556 -3.767442 1.924425  0.965
Br: 2.537919 -5.037790 -1.246604  0.708
Cl: 2.481530 -2.622152 3.606185  0.711
F: 8.071896 3.025627 -2.735542  0.059
O: -0.910531 -0.043623 -1.915673  0.080
O: 3.725883 1.592131 -0.636005  -0.082
O: 4.993944 3.234050 0.501883  0.057
O: 1.384219 -0.130846 -1.656881  0.035
N: 2.380132 -2.307233 1.919903  -0.486
N: 0.921577 -3.889237 0.938428  -0.087
N: 0.151788 -1.535993 0.998132  0.192
C: 4.876391 4.725759 -2.841694  -0.080
C: 4.699146 0.492259 -0.634635  -0.137
C: -4.687619 2.511739 -1.696517  -0.190
C: 0.440085 -0.110611 1.354321  -0.105
C: -4.801011 -0.911023 3.483216  -0.203
C: -1.351408 -4.599900 1.908492  -0.150
C: 0.067855 0.225698 -1.184597  -0.373
C: 5.917291 4.834327 -5.017033  -0.083
C: -5.168689 0.307442 -3.137249  -0.258
C: -4.563465 -0.722528 -4.227070  -0.129
C: 1.061466 -2.462655 1.274448  -0.188
C: -4.102516 1.752525 -0.378056  -0.216
C: 3.318681 -3.037102 1.010753  -0.783
C: 4.402300 -0.614985 0.497499  -0.157
C: -2.837762 -2.519428 2.764088  -0.236
C: -4.411775 -0.101811 2.144547  -0.244
C: 3.890900 -2.021365 -0.103671  -0.252
C: -0.201404 0.893278 0.239740  -0.022
C: 7.019532 3.715745 -3.205089  -0.284
C: -5.287402 1.232096 2.002285  -0.211
C: -4.194922 1.597166 -2.953101  -0.214
C: 0.263295 -4.765052 1.948958  -0.163
C: -4.254893 -2.436991 3.505036  -0.194
C: 5.963165 4.006163 -2.356450  -0.019
C: 3.977702 2.495003 0.430855  -0.385
C: -1.925176 -3.777531 3.184004  -0.188
C: 2.336087 -4.235753 0.552897  -0.681
C: 4.852638 5.137042 -4.171398  -0.098
C: 2.925328 2.640091 1.647470  0.012
C: 7.009653 4.124136 -4.529735  -0.018
C: -4.689489 2.331999 1.002210  -0.205
H: -3.137176 1.213525 -2.747122  0.086
H: -2.425191 -4.469051 3.961500  0.124
H: -3.847076 2.910831 1.537474  0.110
H: -2.254348 -1.555724 3.025523  0.099
H: -5.497032 3.094168 0.741925  0.108
H: -0.739424 -1.795986 0.545851  0.181
H: -6.336465 0.924846 1.679596  0.118
H: 1.571643 0.034305 1.275132  0.096
H: 2.598528 -5.117896 1.243271  0.081
H: 5.379116 -0.834902 1.071960  0.100
H: 4.002824 5.695059 -4.551393  0.100
H: -5.052637 -3.140200 3.055450  0.125
H: 5.993998 3.670687 -1.326407  0.083
H: -4.427183 -0.749974 1.194957  0.105
H: 0.573578 -4.575354 3.029541  0.095
H: 5.706211 0.985853 -0.359845  0.140
H: -5.942920 -0.966884 3.517171  0.114
H: -1.009089 -3.335654 3.737382  0.096
H: -5.824043 2.582439 -1.696939  0.113
H: 7.850836 3.886460 -5.170476  0.117
H: 1.944166 3.091217 1.263974  0.084
H: -1.568903 -4.015155 0.936715  0.102
H: -2.983343 -2.545177 1.632792  0.094
H: -1.302224 0.986293 0.509513  0.106
H: -4.278482 0.618225 -0.484996  0.092
H: 3.693937 -0.142153 1.253783  0.084
H: 2.724661 1.634670 2.151625  0.064
H: -5.000462 -0.456915 -5.247259  0.077
H: 0.123275 0.172538 2.413810  0.152
H: -4.442264 -0.295901 4.376042  0.117
H: -2.974849 2.007324 -0.381793  0.090
H: -1.902291 -5.595364 1.855393  0.120
H: -3.312900 0.237230 2.270246  0.096
H: -4.246900 2.187414 -3.928902  0.113
H: 4.048268 4.965888 -2.183010  0.102
H: -5.310539 -0.251145 -2.153688  0.088
H: -4.828434 -1.777290 -3.874316  0.070
H: -5.340654 1.701122 3.057130  0.120
H: -3.427887 -0.616679 -4.253490  0.066
H: 3.166144 -1.880899 -0.989181  0.099
H: 4.831658 -2.530571 -0.537601  0.095
H: -6.192173 0.638860 -3.533200  0.109
H: 4.748098 0.017467 -1.681989  0.151
H: -4.116516 -2.746137 4.610200  0.117
H: 5.895557 5.152207 -6.053755  0.106
H: 3.360126 3.331478 2.459311  0.108
H: 0.336034 1.901515 0.282638  0.125
H: 0.501321 -5.875580 1.744163  0.149
H: -4.151888 3.520054 -1.763207  0.111
H: 1.342423 -1.114307 -1.728277  0.104

Forces on the atoms, in the same order (eV/Å):
I -1.17 0.01 -0.08
Br -0.17 0.98 0.85
Cl -0.68 0.18 -0.38
F 0.12 -0.11 0.07
O 3.34 0.75 2.72
O 0.41 0.25 2.11
O -3.68 -3.29 -0.66
O -1.99 -0.05 2.16
N -0.44 1.79 -1.55
N 1.26 2.61 -0.91
N 2.45 -0.71 1.47
C 0.21 -0.06 -0.30
C 1.45 -0.23 0.43
C 1.54 -1.47 -0.21
C 0.93 2.06 -0.67
C -0.53 -0.29 -0.95
C 0.03 0.70 0.11
C -3.04 -0.81 -2.63
C -0.09 -0.05 0.33
C 0.61 0.17 -0.65
C -0.20 0.56 0.83
C -0.62 -2.88 0.95
C -0.20 0.92 -0.18
C -0.16 0.33 -1.11
C 0.22 -0.11 -0.04
C 0.01 -0.26 0.43
C 0.67 0.54 0.43
C 0.37 0.08 -0.43
C 1.23 -1.08 0.60
C -0.71 0.49 -0.36
C 0.25 -0.16 0.23
C -1.36 -0.34 0.36
C -1.94 -1.58 1.10
C 0.15 0.67 0.44
C 0.18 -0.13 0.18
C 2.33 2.49 1.25
C 0.82 0.42 0.10
C 0.56 -2.24 2.14
C -0.05 0.02 -0.04
C 0.04 -0.08 -0.39
C 0.18 -0.09 -0.09
C 0.20 -0.12 -0.03
H -1.37 0.67 -0.42
H 0.60 1.07 -1.47
H -1.32 -0.88 -0.71
H -0.91 -1.46 -0.44
H 0.99 -0.98 0.51
H 0.55 -0.10 0.29
H 1.26 0.50 0.46
H -1.61 -0.56 0.25
H -0.20 1.28 -1.22
H -1.52 0.42 -0.92
H 0.10 -0.05 0.04
H 1.46 1.07 0.53
H 0.05 0.09 -0.18
H -0.28 0.89 1.48
H 0.01 -0.03 -1.51
H -1.43 -0.95 -0.80
H 1.51 0.20 0.16
H -1.36 -0.74 -0.73
H 1.52 0.12 0.11
H -0.03 0.00 0.06
H 1.38 -0.70 0.54
H 0.10 -1.03 1.45
H 0.07 0.14 1.42
H 1.34 0.00 -1.13
H 0.41 1.82 0.21
H 0.77 -0.87 -1.00
H 0.20 1.27 -0.86
H 0.72 -0.71 1.33
H 0.15 -0.68 -1.50
H -0.43 -0.98 -1.13
H -1.68 -0.84 -0.16
H 1.02 1.23 -0.12
H -1.47 -0.47 -0.29
H 0.32 -0.74 1.30
H 0.10 -0.04 -0.02
H 0.14 0.88 -1.18
H 0.33 1.36 -0.96
H -0.14 -0.71 -1.65
H -1.48 -0.24 -0.06
H 0.90 -0.15 1.50
H -1.71 0.75 0.43
H 1.38 -0.35 0.86
H -0.24 1.03 1.61
H -0.20 0.40 -1.76
H 0.04 -0.03 0.11
H -0.53 -1.03 -1.62
H -0.79 -1.47 0.13
H -0.03 1.98 -0.15
H -1.17 -1.19 0.13
H -0.03 0.93 -0.52